Entry 1:
Density functional theory data (ωB97M-V/def2-TZVPD) for C4H6N2O in the gas phase at a distorted geometry.

As for the molecular weight: 98.10 u. The value obtained for the LUMO energy is 0.0025 Ha. Its SMILES is [H]/N=C(\C#N)OCC. As for the net charge: 0.

Atoms and positions in Å:
C: -0.34900 -1.14433 -1.00769
C: 0.88800 -0.28732 -0.55479
O: 0.70298 1.15387 -0.46215
C: -0.40065 1.27308 0.30090
N: -1.52751 1.18847 -0.25628
C: -0.14392 1.21583 1.74405
N: 0.04771 1.12891 2.88196
H: -1.38455 -0.84616 -0.76696
H: -0.37996 -1.25721 -2.09315
H: -0.24837 -2.11484 -0.51751
H: 1.74824 -0.38279 -1.22602
H: 1.23503 -0.61186 0.44009
H: -2.27736 0.97449 0.39205

Force components x, y, z for each atom (eV/Å):
0.35 -0.18 -0.17
-0.01 -0.60 -0.02
-0.23 0.00 0.05
-0.67 -0.10 -0.24
0.04 0.34 0.44
0.05 -0.01 1.00
-0.19 0.12 -1.12
0.96 0.28 0.20
0.29 -0.14 0.08
0.25 -0.15 -0.33
-0.42 -0.19 -0.01
-0.20 -0.07 -0.23
-0.21 0.70 0.35

Entry 2:
Density functional theory data (ωB97M-V/def2-TZVPD) for 2 unconnected molecules or ions with the total composition C7H11BrClN3 at a distorted geometry.

As for the molecular weight: 252.54 u. The value obtained for the LUMO energy is 0.0119 Ha. As for the net charge: 0.

Atoms and positions in Å:
C: 1.30318 -0.64541 0.20901
C: 2.56373 -0.39186 -0.31175
C: -2.04513 2.36738 0.08851
C: -0.84596 0.51933 -1.48261
C: 0.23494 -2.78613 1.01252
C: -0.30906 0.78389 0.79940
C: -0.76684 1.59591 -0.38035
N: 3.10984 -1.58021 -0.51279
N: 2.29796 -2.54188 -0.15445
N: 1.17022 -1.99334 0.24209
Cl: 0.30706 1.53587 2.20141
Br: 3.32171 1.22895 -0.81698
H: -1.82524 2.79100 1.06756
H: -2.87727 1.82694 -0.00887
H: -2.09621 3.17877 -0.62841
H: 0.06668 0.37717 -2.05322
H: -1.48311 0.75630 -2.20423
H: -1.19803 -0.45089 -1.16083
H: 0.47041 -2.86012 2.02124
H: -0.81500 -2.26378 0.93852
H: 0.39385 -3.73786 0.70711
H: -1.07037 0.06419 0.94501
H: 0.09263 2.22576 -0.51790

Force components x, y, z for each atom (eV/Å):
-2.92 3.08 0.74
-2.13 -0.51 0.62
4.66 2.02 -1.14
1.64 -0.02 1.55
-2.32 3.76 -0.84
2.41 -2.57 -1.24
1.11 -1.50 1.08
1.26 -1.49 -0.52
1.30 -0.23 -0.63
0.13 1.96 1.13
0.02 0.30 0.37
0.02 -0.03 0.10
-0.49 -0.10 0.01
-3.29 -2.29 0.11
-0.38 0.43 0.04
0.52 0.01 0.56
-3.17 1.50 -3.10
0.10 -0.27 0.58
0.73 0.67 2.05
1.88 -1.67 -0.16
-0.59 -3.05 -1.61
-0.45 -0.96 1.06
-0.03 0.98 -0.78

Entry 3:
Density functional theory data (ωB97M-V/def2-TZVPD) for 2 unconnected molecules or ions with the total composition C11H11ClFN at a distorted geometry.

As for the molecular weight: 211.67 u. The value obtained for the LUMO energy (alpha / beta) is -0.0103 / -0.0103 Ha. As for the net charge: 0.

Atoms and positions in Å:
C: 2.42702 -1.95255 0.08370
C: 1.76611 -2.68634 1.14113
C: 1.94564 -0.78652 -0.43803
C: 0.53142 -2.20731 1.63074
C: 0.62781 -0.45747 -0.12548
C: 0.07081 -1.08062 1.03321
C: -1.43300 0.33827 0.37801
C: -0.39220 0.50942 -0.60044
C: -2.80241 0.91206 0.27004
C: -0.54918 0.77780 -2.02067
C: 0.35027 2.43106 0.17851
N: -1.19133 -0.49002 1.33187
F: -0.52855 3.42725 0.22388
Cl: 1.04664 2.05326 1.67434
H: 3.53522 -2.24948 -0.01567
H: 2.33873 -3.63730 1.51017
H: 2.64354 -0.36779 -1.27217
H: -0.06678 -2.66029 2.49581
H: -3.46951 0.63969 1.19328
H: -3.31191 0.33881 -0.50350
H: -2.72731 1.90496 -0.18049
H: 0.36151 1.28483 -2.56251
H: -1.47419 1.47272 -2.17156
H: -0.71049 -0.15950 -2.57898
H: 1.01214 2.64508 -0.67520

Force components x, y, z for each atom (eV/Å):
2.18 -2.10 3.13
1.05 -0.54 -0.62
0.61 0.34 -2.94
0.98 -1.79 1.50
0.37 0.04 1.19
-1.34 1.45 -1.59
-2.24 -0.42 0.98
3.18 1.93 1.71
-0.87 -0.84 0.42
-0.76 2.02 -2.58
-0.22 -2.28 -2.09
0.64 -0.28 -0.09
-0.82 0.03 0.31
0.25 0.21 0.47
-1.93 0.46 -0.47
-1.51 1.95 -0.48
-1.78 -0.13 1.51
1.12 0.61 -1.43
1.57 1.38 -1.45
-0.01 -0.21 -0.38
-0.61 0.34 0.87
-1.55 -0.86 1.31
1.63 -1.21 -0.03
-0.14 0.31 0.15
0.19 -0.40 0.62

Entry 4:
Density functional theory data (ωB97M-V/def2-TZVPD) for 2 unconnected molecules or ions with the total composition C5H13NO2 at a distorted geometry.

As for the molecular weight: 119.16 u. The value obtained for the LUMO energy (alpha / beta) is 0.0311 / 0.0290 Ha. As for the net charge: 0.

Atoms and positions in Å:
C: -0.33453 1.05205 -0.27836
C: 0.92833 0.75935 0.29048
C: -0.98251 -1.36635 -0.29449
C: 2.39343 -1.48881 0.44003
C: -1.46810 1.58371 0.53691
N: -0.40105 1.39391 -1.66016
O: 1.14071 -0.90090 0.10556
O: -1.69601 -1.55432 0.83542
H: -2.17578 -0.74398 1.05256
H: -1.33586 1.31049 -2.04614
H: 0.24200 0.85383 -2.22607
H: 1.80630 1.13685 -0.23124
H: 0.99896 0.86831 1.36933
H: -1.43342 -0.82391 -1.11903
H: -0.50294 -2.27989 -0.61083
H: 2.30155 -2.57247 0.32400
H: 2.66999 -1.27877 1.48205
H: 3.19648 -1.13647 -0.22069
H: -2.43526 1.16079 0.20854
H: -1.33276 1.35534 1.59524
H: -1.57954 2.67124 0.44689

Force components x, y, z for each atom (eV/Å):
-0.64 -0.34 -0.46
1.02 -2.11 0.09
-0.73 0.50 -0.67
-0.09 0.53 0.05
-0.09 -0.12 -0.01
0.08 -0.13 0.37
0.56 1.49 0.22
-0.25 0.04 0.33
0.07 -0.13 -0.05
0.08 0.02 0.06
-0.03 0.00 0.03
0.03 0.05 0.01
-0.02 0.15 -0.05
-0.37 -0.01 -0.04
0.26 0.08 0.21
-0.08 0.10 -0.03
0.04 -0.04 -0.07
0.01 -0.05 0.08
0.11 0.05 0.01
-0.01 -0.03 -0.02
0.05 -0.05 -0.03

Entry 5:
Density functional theory data (ωB97M-V/def2-TZVPD) for a molecular structure, C22H33N2OP3V at a distorted geometry.

The multiplicity is 4. As for the molecular weight: 485.38 u. The value obtained for the LUMO energy (alpha / beta) is -0.2719 / -0.3153 Ha. As for the net charge: +2.

Atoms and positions in Å:
V: -0.44093 -0.22383 -0.27521
P: -2.35154 0.39915 0.88456
P: -0.63451 1.44952 -1.90217
N: -0.53077 -2.03808 0.57309
N: 0.69680 -1.24114 -1.55466
H: 0.36359 -3.96471 0.37851
H: 1.97318 -2.92688 -1.46864
H: 1.48254 -2.63418 0.83609
C: 0.60213 -2.90379 0.22151
H: 0.29499 -3.30860 -1.90330
C: 0.92460 -2.65711 -1.25559
H: -1.76847 -3.34332 1.63316
H: 1.68214 -1.16464 -3.40067
C: -1.60501 -2.33203 1.24106
C: 1.03009 -0.62880 -2.69370
H: -2.87797 -1.24524 2.58204
C: -2.69802 -1.34302 1.49630
H: -3.64974 -1.65762 1.02745
H: -1.60158 1.72155 -2.89992
H: -0.03182 2.73679 -1.86321
H: -3.64582 0.75416 0.43014
H: -2.40003 1.08980 2.13755
O: -2.23835 -0.62275 -1.43432
C: -2.47679 -1.79439 -2.17409
C: -3.88232 -2.31316 -1.88124
C: -2.27617 -1.50345 -3.65901
H: -1.76193 -2.60007 -1.86195
H: -3.96488 -2.64400 -0.83955
H: -4.62658 -1.52596 -2.06041
H: -4.08511 -3.16418 -2.54382
H: -1.27678 -1.10669 -3.86876
H: -2.40983 -2.42331 -4.23722
H: -3.01775 -0.76751 -3.99570
C: 0.59312 0.67063 -2.95607
H: 0.98370 1.20145 -3.81907
C: 2.94829 0.09762 2.03678
P: 1.43628 0.52992 1.09320
C: 0.50117 1.02781 2.62275
C: -0.03785 -0.00894 3.40501
C: -0.74820 0.28861 4.56510
C: -0.87749 1.62092 4.96887
C: -0.29662 2.64783 4.21709
C: 0.39482 2.35600 3.04199
C: 2.35847 1.67012 -0.05071
C: 2.07995 3.03760 -0.15939
C: 2.78195 3.80975 -1.08389
C: 3.71677 3.21666 -1.93855
C: 3.96866 1.84275 -1.85871
C: 3.30770 1.07901 -0.90081
H: 2.73262 -0.59710 2.85325
H: 3.31327 1.04315 2.47375
H: 3.72665 -0.30977 1.38679
H: 0.09234 -1.05180 3.10266
H: -1.18741 -0.51608 5.15460
H: -1.41260 1.85222 5.88956
H: -0.37580 3.67955 4.55398
H: 0.85426 3.16147 2.46569
H: 1.31090 3.50113 0.46100
H: 2.59275 4.88107 -1.15090
H: 4.25297 3.82007 -2.67158
H: 4.67561 1.36811 -2.53843
H: 3.51636 0.00769 -0.83232

Force components x, y, z for each atom (eV/Å):
-1.86 -1.02 -1.37
-2.07 0.14 1.93
0.39 1.87 -1.03
-1.44 -0.26 1.28
-0.02 0.34 -1.41
0.14 0.24 0.07
-0.32 0.02 0.07
-0.57 -0.04 -0.12
-0.18 -0.49 0.22
0.25 0.62 0.29
0.53 -0.29 -0.59
0.17 0.11 -0.10
-0.30 0.27 0.13
1.11 -0.36 -0.77
0.56 -1.22 0.62
0.02 -0.39 -0.35
-0.26 0.59 0.23
0.54 -0.14 0.29
-0.12 -0.21 0.51
-0.15 -0.18 -0.04
0.61 0.02 -0.26
0.12 -0.16 -0.43
2.05 0.66 1.33
0.24 -0.57 0.13
0.12 0.01 -0.22
-0.22 -0.14 0.01
-0.34 0.38 -0.24
-0.05 -0.03 -0.23
0.17 -0.19 -0.02
-0.15 0.15 0.26
-0.14 -0.09 0.04
0.03 0.17 -0.03
0.14 -0.15 0.05
0.54 -0.17 -0.62
-0.03 -0.19 -0.01
0.38 -0.89 0.09
1.46 0.39 1.03
0.12 0.90 -0.46
-0.05 0.03 -0.42
0.16 0.23 -0.10
0.07 0.01 -0.07
-0.07 -0.16 0.14
-0.22 -0.07 0.05
-0.97 0.74 0.22
0.14 -0.12 -0.13
0.14 0.02 -0.20
-0.08 -0.09 0.10
-0.15 0.23 0.15
-0.27 -0.18 0.06
0.07 0.04 -0.16
-0.27 -0.31 -0.24
-0.07 0.00 0.20
-0.02 0.28 0.09
0.17 0.22 -0.09
0.12 -0.01 -0.27
0.00 -0.23 -0.06
-0.18 -0.25 0.25
0.29 -0.09 -0.18
0.04 -0.28 0.02
-0.18 -0.13 0.22
-0.11 0.15 0.22
-0.03 0.29 -0.03

Entry 6:
Density functional theory data (ωB97M-V/def2-TZVPD) for 2 unconnected molecules or ions with the total composition C2H5NO2P.

As for the molecular weight: 106.04 u. The value obtained for the LUMO energy (alpha / beta) is 0.1110 / 0.1451 Ha. As for the net charge: -1.

Atoms and positions in Å:
C: 1.82517 -1.76462 0.49988
C: -1.78994 1.02728 -0.41097
N: 2.84798 -1.67234 -0.19034
O: -2.78741 -1.50356 -1.10553
O: -2.73878 -0.89086 1.36732
P: -2.11973 -0.79144 0.01628
H: 1.76628 -2.08837 1.55232
H: -1.84801 1.59953 0.51261
H: -0.81166 1.14410 -0.87041
H: -2.56187 1.35083 -1.11465
H: 3.79062 -1.90926 0.17147

Force components x, y, z for each atom (eV/Å):
0.72 -0.01 -0.03
-0.24 -0.56 0.05
-0.20 0.06 -0.13
0.15 -0.02 -0.95
0.16 0.35 0.82
0.13 0.19 0.08
-0.22 0.02 -0.04
0.04 0.02 0.02
0.04 -0.05 -0.02
0.00 -0.01 0.05
-0.58 0.02 0.15

Entry 7:
Density functional theory data (ωB97M-V/def2-TZVPD) for C18H18N4O2 in the gas phase at a distorted geometry.

As for the molecular weight: 322.37 u. The value obtained for the LUMO energy is -0.0008 Ha. Its SMILES is COc1cc2c(cc1OC)[C@@H]1NN[C@@H](c3ccc(C#N)nc3)[C@@H]1C2. As for the net charge: 0.

Atoms and positions in Å:
N: -6.33363 0.30114 -6.10800
C: -5.58149 0.21066 -5.20806
N: -4.13913 1.15288 -3.61546
O: 4.30770 -1.32487 2.00792
O: 3.41904 1.15358 3.36217
C: -3.36068 1.08522 -2.53339
C: -4.72505 0.06319 -4.08452
C: -4.53385 -1.18277 -3.47164
C: 2.43694 -1.15243 0.52581
C: -3.71847 -1.27701 -2.34903
C: 1.61066 1.17942 1.78823
C: 3.18368 -0.63266 1.62811
C: 2.78133 0.56297 2.28209
C: 1.27495 -0.50788 0.09419
C: -3.10328 -0.14280 -1.87606
C: 0.86815 0.62654 0.73749
N: -2.60846 0.67877 0.39825
N: -1.47136 1.20236 1.08916
C: 4.21996 -1.93193 3.30258
C: 4.76398 1.68157 3.11400
C: 0.32983 -0.89028 -1.00355
C: -2.17531 -0.24701 -0.67065
C: -0.38367 1.20022 0.12429
C: -0.75231 0.26155 -1.00020
H: -2.89809 1.96918 -2.16461
H: -5.03609 -2.07371 -3.81918
H: 2.71424 -2.10038 0.12917
H: -3.56898 -2.18505 -1.83169
H: 1.27934 2.09299 2.22985
H: -3.20270 1.43520 0.02394
H: -1.17617 0.65723 1.90742
H: 4.22985 -1.19300 4.08275
H: 3.28412 -2.50565 3.37870
H: 5.07701 -2.56738 3.45690
H: 4.98637 2.45842 3.83582
H: 4.85639 2.13701 2.11385
H: 5.49852 0.87523 3.22459
H: -0.11819 -1.83247 -0.72081
H: 0.77664 -0.97382 -1.98997
H: -2.12515 -1.26562 -0.24461
H: -0.18619 2.21437 -0.20851
H: -0.70046 0.78702 -1.93730

Force components x, y, z for each atom (eV/Å):
2.14 -0.27 2.46
-2.67 0.27 -3.14
0.51 1.21 0.57
0.14 -0.07 0.15
0.69 0.12 -0.63
-0.44 -2.11 -0.41
0.89 -1.03 1.40
-0.22 -0.17 0.02
-0.10 1.09 1.50
-0.48 1.04 -0.97
0.38 -0.83 -0.09
-0.62 -0.08 -0.51
-0.72 0.11 -0.95
1.09 -0.53 0.00
0.30 0.39 0.60
0.55 1.12 0.50
-0.78 -0.01 0.65
-0.66 0.08 -0.36
-0.66 0.02 -0.27
-0.40 -0.64 -0.44
-0.51 0.69 0.06
0.04 1.46 0.03
1.04 0.36 1.03
0.85 -1.59 -0.21
0.19 0.82 -0.02
-0.09 0.07 -0.25
0.46 -0.49 -0.34
0.05 -0.99 0.29
-0.07 0.52 0.37
0.75 -0.43 0.45
-0.82 -0.17 -0.53
-0.11 0.53 0.38
0.30 0.00 0.00
0.23 -0.28 -0.30
-0.34 -0.02 0.31
-0.24 -0.34 0.25
-0.12 0.14 -0.14
-0.25 -0.46 -0.30
0.23 -0.19 0.02
-0.17 0.30 -0.41
-0.14 0.27 -0.26
-0.24 0.08 -0.48

Entry 8:
Density functional theory data (ωB97M-V/def2-TZVPD) for 2 unconnected molecules or ions with the total composition C6H10O.

As for the molecular weight: 98.14 u. The value obtained for the LUMO energy is 0.0319 Ha. Its SMILES is CC1CC1.C=C=O. As for the net charge: 0.

Atoms and positions in Å:
C: 1.38434 0.87331 0.81927
C: 1.36812 0.62695 -0.67129
C: 1.54910 -0.76613 -1.20247
C: 0.20936 -0.08989 -1.30410
C: -2.29664 -0.34155 1.44552
C: -3.29680 -0.56917 0.62388
O: -4.18591 -0.77086 -0.10330
H: 2.40833 0.98301 1.19486
H: 0.92137 0.03478 1.35429
H: 0.83153 1.78429 1.08022
H: 1.81580 1.42078 -1.26703
H: 2.12637 -0.90703 -2.11170
H: 1.65444 -1.57044 -0.47782
H: -0.13012 0.23470 -2.28388
H: -1.76594 0.60070 1.39085
H: -0.58318 -0.44241 -0.64829
H: -2.01016 -1.10106 2.16100

Force components x, y, z for each atom (eV/Å):
-0.02 -0.02 0.05
0.07 0.11 0.01
0.15 -0.14 -0.02
-0.21 0.02 -0.06
-0.13 -0.01 -0.09
-0.49 -0.10 -0.33
0.77 0.17 0.60
-0.15 -0.02 -0.06
0.07 0.11 -0.09
0.08 -0.13 -0.04
-0.07 -0.14 0.08
-0.10 0.04 0.14
-0.03 0.15 -0.10
0.08 -0.06 0.15
-0.11 -0.13 -0.02
0.18 0.06 -0.12
-0.08 0.07 -0.11